Record 1
H10NO8 | ωB97M-V/def2-TZVPD

```
19
H10NO8 ωB97M-V/def2-TZVPD
N 14.609 8.109 17.364
O 15.084 8.533 18.367
O 14.951 8.428 16.218
O 13.703 7.303 17.543
O 16.858 12.162 16.151
H 16.733 11.213 16.147
H 15.972 12.521 16.087
O 16.047 4.328 16.212
H 16.898 4.723 16.021
H 15.554 5.022 16.651
O 10.258 6.827 19.496
H 11.072 6.417 19.204
H 9.653 6.705 18.765
O 16.632 9.342 12.490
H 17.577 9.476 12.567
H 16.325 9.269 13.394
O 19.235 9.260 19.345
H 18.400 8.899 19.047
H 19.883 8.897 18.741
```

spin multiplicity: 1
HOMO: -0.1730 Ha
LUMO: 3.02 eV
gap between HOMO and LUMO: 7.726 eV
total charge: -1

=====

Record 2
H10NaO5 | ωB97M-V/def2-TZVPD

```
16
H10NaO5 ωB97M-V/def2-TZVPD
Na 0.222 0.171 0.233
O -1.768 0.324 -1.381
H -2.425 0.991 -1.579
H -1.972 -0.398 -1.975
O 0.332 -2.194 0.008
H 0.792 -2.562 0.762
H -0.457 -2.729 -0.077
O 0.800 2.553 0.285
H 0.583 3.200 0.956
H 1.578 2.907 -0.146
O -2.042 -0.460 1.720
H -2.866 -0.291 1.262
H -2.098 -1.378 1.984
O 2.753 0.066 -0.562
H 3.127 -0.815 -0.549
H 3.441 0.614 -0.939
```

spin multiplicity: 1
HOMO: -0.5617 Ha
LUMO: -3.26 eV
gap between HOMO and LUMO: 12.027 eV
total charge: +1

=====

Record 3
H10NaO5 | ωB97M-V/def2-TZVPD

```
16
H10NaO5 ωB97M-V/def2-TZVPD
Na -0.143 0.013 -0.412
O 1.337 -0.560 1.621
H 1.648 0.223 2.076
H 0.667 -0.924 2.200
O -0.528 2.455 0.255
H 0.163 2.860 0.780
H -1.292 2.445 0.831
O 1.556 1.322 -1.624
H 2.123 0.813 -2.204
H 1.813 2.232 -1.777
O -1.498 -1.110 1.441
H -2.451 -1.111 1.350
H -1.274 -2.021 1.631
O -0.610 -1.939 -1.794
H -1.483 -2.148 -2.125
H -0.028 -2.548 -2.249
```

spin multiplicity: 2
HOMO (spin up / spin down): -0.7410 / -0.7139 Ha
LUMO (spin up / spin down): -7.32 / -15.96 eV
<S²>: 0.756
gap between HOMO and LUMO (spin up / spin down): 12.847 / 3.468 eV
total charge: +2